Entry 1:
Entry from the Open Molecules 2025 dataset: a structure of composition C31H37BBrF3N4O6S (ωB97M-V/def2-TZVPD).

XYZ file:
```
84
Properties=species:S:1:pos:R:3:forces:R:3:lowdin_charge:R:1
C 1.809 0.905 3.988 -0.54 0.20 -0.34 -0.1021
C 1.742 0.681 2.437 0.14 0.32 -0.26 -0.1378
B 3.043 -0.033 1.831 -0.01 1.07 0.82 -0.3848
O 4.229 0.201 2.504 -0.39 0.05 -1.50 0.1456
C 3.012 -0.953 0.481 0.51 0.70 0.34 -0.2555
C 1.698 -0.776 -0.384 -1.17 -1.27 0.20 -0.0739
C 0.661 -1.948 -0.360 -0.86 0.50 0.31 -0.1698
C -0.316 -1.935 0.858 -0.96 -1.25 -0.07 -0.4452
C -1.473 -0.897 0.728 0.83 -0.11 0.60 -0.0829
C -0.986 -3.364 0.942 0.57 0.80 -0.17 -0.0979
O 4.038 -0.615 -0.506 0.60 -1.01 -0.21 0.0581
C 4.321 -1.771 -1.228 -2.36 1.44 3.42 -0.5254
O 4.976 -1.819 -2.168 1.31 -0.64 -2.30 0.2528
O 3.661 -2.846 -0.565 0.98 -0.18 -0.24 -0.0124
C 3.538 -2.388 0.784 -1.04 -0.94 -1.32 -0.6883
Br 2.495 -3.526 2.006 0.13 0.48 -1.11 0.9780
S 5.276 -2.618 1.460 1.40 2.94 4.39 0.7497
O 5.151 -2.744 2.894 -0.63 -1.28 -0.60 -0.3328
O 6.203 -1.553 1.188 -0.38 -0.65 -2.26 -0.2259
C 6.058 -4.217 0.894 1.09 -0.97 -0.29 -0.6508
F 5.538 -5.275 1.511 -0.48 0.40 -0.51 0.1478
F 6.097 -4.381 -0.422 -0.55 -0.02 0.20 0.1652
F 7.330 -4.138 1.306 -0.41 0.47 0.09 0.1479
H 0.781 1.009 4.398 0.64 -0.21 -0.22 0.0763
H 2.328 0.068 4.489 -0.23 0.51 -0.09 0.0778
H 2.299 1.875 4.221 -0.02 -0.76 -0.05 0.0758
H 0.792 0.213 2.109 0.51 0.26 0.33 0.0743
H 1.734 1.703 1.969 -0.14 -0.66 0.08 0.1247
H 4.274 1.121 2.805 -0.09 -0.48 0.51 0.1242
H 1.951 -0.611 -1.453 0.37 -0.14 0.79 0.1356
H 1.131 0.133 -0.089 0.66 -0.50 0.17 0.0869
H 1.096 -2.961 -0.430 0.16 0.66 -0.10 0.0861
H 0.016 -1.826 -1.264 0.43 -0.11 0.49 0.1297
H 0.211 -1.819 1.829 -0.11 0.26 -0.69 0.0852
H -1.974 -0.799 1.717 0.17 -0.02 -0.67 0.0846
H -1.064 0.098 0.467 -0.51 -0.39 -0.03 0.0435
H -2.217 -1.238 -0.022 0.51 0.39 0.32 0.0835
H -1.588 -3.511 0.023 0.12 -0.06 0.56 0.0832
H -1.621 -3.432 1.849 0.28 -0.14 -0.65 0.0648
H -0.195 -4.137 0.959 -0.56 0.21 0.17 0.0402
N -1.825 1.610 -1.571 0.12 0.21 -0.48 0.0487
C -0.573 1.849 -1.971 -0.21 -0.09 0.10 -0.1413
C -0.245 2.626 -3.070 -0.03 -0.03 0.04 -0.0542
C -1.274 3.189 -3.805 -0.16 0.12 -0.22 -0.0694
C -2.583 2.955 -3.413 0.10 -0.09 0.13 -0.0642
C -2.802 2.165 -2.295 -0.01 -0.17 0.17 -0.1650
H 0.201 1.385 -1.369 0.05 0.06 -0.05 0.0798
H 0.790 2.787 -3.344 -0.02 0.00 0.01 0.1037
H -1.057 3.803 -4.672 0.11 -0.06 0.14 0.0622
H -3.415 3.376 -3.961 -0.01 -0.03 0.02 0.1005
H -3.809 1.957 -1.948 -0.01 0.02 -0.04 0.1061
N 0.153 5.127 -6.020 0.12 0.28 -0.41 0.0433
C 1.407 5.362 -6.416 -0.12 -0.14 0.21 -0.1419
C 1.737 6.139 -7.515 -0.05 0.01 -0.01 -0.0691
C 0.707 6.702 -8.251 0.03 0.07 -0.09 -0.0775
C -0.601 6.471 -7.862 0.03 0.00 0.00 -0.0699
C -0.822 5.682 -6.744 0.07 -0.15 0.22 -0.1494
H 2.179 4.898 -5.811 0.04 0.04 -0.05 0.1056
H 2.771 6.297 -7.788 -0.01 -0.02 0.03 0.1032
H 0.923 7.315 -9.119 -0.01 -0.02 0.02 0.1069
H -1.432 6.893 -8.411 0.00 -0.02 0.03 0.1027
H -1.831 5.476 -6.399 -0.03 0.04 -0.07 0.1030
N -2.666 2.799 2.382 -0.26 0.20 -0.06 0.0573
C -3.610 3.219 3.228 0.21 -0.15 -0.04 -0.1608
C -4.713 3.964 2.845 0.00 0.00 -0.03 -0.0798
C -4.846 4.299 1.507 -0.09 0.05 -0.05 -0.0836
C -3.878 3.876 0.610 -0.06 0.01 0.10 -0.0731
C -2.814 3.131 1.096 0.23 -0.08 0.27 -0.1475
H -3.462 2.936 4.265 -0.07 0.03 0.01 0.1000
H -5.449 4.275 3.575 0.03 -0.01 0.01 0.0990
H -5.693 4.882 1.167 0.02 -0.01 0.01 0.1038
H -3.946 4.118 -0.442 0.04 -0.01 0.01 0.0919
H -2.036 2.775 0.434 -0.08 0.01 -0.03 0.0747
N -1.994 -6.171 3.089 -0.17 -0.11 0.26 0.0581
C -2.251 -5.437 4.174 0.12 -0.01 -0.24 -0.1583
C -2.998 -5.887 5.251 -0.01 -0.03 -0.01 -0.0741
C -3.513 -7.171 5.200 -0.07 -0.05 0.09 -0.0840
C -3.262 -7.951 4.083 0.00 0.04 0.03 -0.0756
C -2.500 -7.406 3.062 0.15 0.16 -0.14 -0.1532
H -1.829 -4.437 4.168 -0.03 0.01 0.07 0.0963
H -3.171 -5.248 6.107 0.02 0.01 -0.03 0.1010
H -4.104 -7.561 6.021 0.02 0.01 -0.02 0.1048
H -3.648 -8.959 4.005 0.02 0.02 -0.02 0.1006
H -2.274 -7.979 2.169 -0.04 -0.04 0.03 0.1027
```
Positions in Å, forces in eV/Å.

The calculation puts the HOMO-LUMO gap at 9.913 eV. The total charge is 0. As for the total energy: -5170.514438 a.u. The value obtained for the molecular weight is 741.4 g/mol.


Entry 2:
Entry from the Open Molecules 2025 dataset: a cluster of 15 separate species, C20H70O15 in total (ωB97M-V/def2-TZVPD).

XYZ file:
```
105
Properties=species:S:1:pos:R:3:forces:R:3:lowdin_charge:R:1
C -4.663 -2.937 -0.395 -0.62 0.02 1.32 -0.0606
C -4.029 -1.779 0.412 0.71 -1.01 -0.76 -0.3363
O -4.984 -0.774 0.543 -0.55 0.68 -0.05 -0.0539
H -5.503 -2.609 -1.008 0.42 0.48 -0.33 0.0747
H -5.186 -3.539 0.348 0.11 -0.47 -0.02 0.0672
H -3.991 -3.578 -0.964 0.15 0.27 0.12 0.0662
H -3.108 -1.465 -0.080 0.07 0.55 -0.45 0.0899
H -3.667 -2.072 1.398 -0.31 -0.59 0.12 0.0870
H -4.727 -0.169 1.243 -0.06 -0.15 0.05 0.0667
C -1.376 -1.662 3.000 0.03 -0.84 1.03 -0.0783
C -1.405 -1.006 4.354 0.79 1.00 1.61 -0.3101
O -0.623 -1.758 5.294 0.29 -0.95 -0.54 -0.0927
H -2.000 -1.112 2.295 0.27 -0.28 -0.07 0.0491
H -1.733 -2.671 3.204 -0.68 -0.11 -0.42 0.0837
H -0.365 -1.879 2.655 0.15 0.80 -0.20 0.0724
H -2.391 -0.883 4.803 -0.47 -0.22 -0.54 0.1112
H -0.975 -0.005 4.384 0.01 0.34 -0.63 0.0988
H -0.563 -1.339 6.156 -0.25 0.27 -0.17 0.0793
C 0.394 -5.885 -0.561 1.07 0.04 -2.11 -0.0744
C -0.336 -4.821 0.153 0.28 -2.63 3.71 -0.3987
O -0.521 -3.624 -0.432 -0.48 2.01 -1.70 -0.0504
H 1.462 -5.685 -0.649 0.23 0.01 0.54 0.0702
H 0.141 -5.843 -1.620 -0.58 -0.40 -0.21 0.0789
H 0.249 -6.901 -0.192 -0.17 0.27 0.14 0.0865
H 0.209 -4.616 1.075 0.46 -0.22 0.41 0.1157
H -1.247 -5.249 0.571 -0.71 -0.04 -0.41 0.1166
H -0.659 -3.074 0.343 -0.07 1.00 -0.46 0.0735
C -1.008 1.093 0.173 -0.66 -0.97 -0.42 -0.0793
C 0.389 0.513 0.252 -1.36 1.83 1.12 -0.3155
O 0.286 -0.873 0.117 0.89 -0.59 0.13 -0.0706
H -1.164 2.171 0.214 0.31 -0.16 0.00 0.0528
H -1.547 0.583 0.971 -0.47 0.32 0.02 0.0602
H -1.391 0.692 -0.766 -0.57 0.35 -0.13 0.0618
H 0.638 0.722 1.293 0.95 -0.36 -0.01 0.1002
H 0.981 1.157 -0.398 0.87 -0.92 -0.41 0.0984
H 0.004 -1.161 -0.753 0.06 0.29 -0.49 0.0614
C 1.404 3.008 4.721 1.92 0.18 -0.94 -0.0669
C 2.129 3.218 3.337 -0.60 0.15 1.39 -0.3039
O 1.919 4.557 2.940 -0.99 0.16 -1.25 -0.0901
H 0.368 3.317 4.585 0.07 -0.14 0.12 0.0683
H 1.911 3.651 5.441 -0.30 -0.01 0.28 0.0652
H 1.519 1.971 5.037 -0.29 -0.02 0.12 0.0612
H 1.636 2.466 2.721 -0.13 0.67 -0.95 0.0811
H 3.198 3.056 3.195 0.13 -0.63 0.93 0.1095
H 2.443 5.190 3.436 0.17 -0.41 0.23 0.0848
C 3.375 -2.262 2.032 0.38 1.67 1.20 -0.0627
C 3.468 -1.830 3.567 -1.32 0.14 -2.58 -0.3349
O 4.406 -2.557 4.234 1.23 -1.23 1.30 -0.0596
H 3.045 -3.285 1.851 -0.39 0.22 0.13 0.0689
H 4.320 -2.132 1.504 0.46 -0.22 0.47 0.0597
H 2.796 -1.464 1.566 -0.83 -0.53 -0.28 0.0445
H 2.515 -2.000 4.068 -0.49 0.29 -0.32 0.0998
H 3.679 -0.764 3.648 0.19 0.06 -0.18 0.1045
H 3.884 -3.289 4.571 0.69 -0.38 0.31 0.0897
C 4.552 -3.300 -1.697 -0.26 0.56 0.67 -0.0752
C 3.235 -2.499 -1.496 1.53 -0.63 -0.88 -0.3096
O 2.900 -1.930 -2.747 0.35 0.29 0.02 -0.0984
H 4.307 -4.113 -2.380 0.43 -0.09 0.10 0.0733
H 4.966 -3.640 -0.747 -0.56 -0.63 0.24 0.0584
H 5.425 -2.741 -2.032 -0.44 0.46 -0.72 0.0662
H 3.341 -1.717 -0.744 -0.17 -0.14 0.24 0.0837
H 2.488 -3.254 -1.249 -0.27 0.23 0.56 0.0981
H 1.942 -1.884 -2.775 -0.28 0.03 -0.31 0.0122
C 4.083 1.454 -2.382 0.31 -1.34 -1.21 -0.0851
C 4.704 1.807 -1.092 -0.19 -1.15 0.81 -0.3526
O 4.298 3.077 -0.732 -0.59 2.21 0.69 -0.0808
H 4.268 0.443 -2.745 0.58 -0.24 0.26 0.0693
H 4.541 2.101 -3.130 -0.80 0.29 -0.41 0.0845
H 2.998 1.388 -2.295 -0.10 0.96 -0.21 0.0687
H 5.794 1.792 -1.078 0.10 -0.57 -0.08 0.1199
H 4.267 1.181 -0.314 0.52 -0.32 0.18 0.1137
H 4.706 3.702 -1.337 0.03 0.20 -0.02 0.0901
C -0.549 1.746 -3.601 0.59 -1.45 1.48 -0.0952
C -1.278 2.980 -3.922 -0.18 0.73 0.64 -0.3404
O -1.115 3.256 -5.292 -0.03 0.85 -0.35 -0.0543
H -1.086 0.867 -3.958 0.50 -0.18 -0.56 0.0728
H -0.415 1.535 -2.539 -0.60 0.35 0.41 0.0496
H 0.506 1.837 -3.858 -0.13 -0.31 -0.95 0.0838
H -0.854 3.768 -3.299 0.23 0.50 -0.60 0.0917
H -2.320 2.994 -3.602 -0.27 -0.39 -0.21 0.1058
H -1.569 2.591 -5.815 -0.08 -0.10 0.09 0.0853
C -4.118 0.735 -2.832 0.64 0.31 -0.59 -0.0930
C -5.323 1.647 -2.937 0.23 0.05 0.24 -0.3178
O -6.094 1.757 -1.758 -0.68 -0.79 -0.37 -0.0763
H -4.339 -0.331 -2.770 -0.26 0.10 1.01 0.0750
H -3.424 1.173 -2.114 0.03 -0.70 0.47 0.0588
H -3.564 0.727 -3.771 0.03 0.53 -0.41 0.0558
H -5.905 1.245 -3.765 -0.62 0.41 0.21 0.1104
H -5.011 2.672 -3.136 0.33 0.00 -0.74 0.1057
H -5.521 2.009 -1.030 0.34 0.09 0.22 0.0278
O 1.265 3.677 -1.405 -0.24 -0.11 -0.05 -0.0369
H 2.029 3.842 -0.853 0.48 -0.09 0.34 0.0435
H 1.601 3.726 -2.300 0.07 -0.08 -0.29 0.0560
O 0.227 -2.300 -2.958 -0.26 0.29 -0.02 -0.0226
H -0.135 -3.040 -2.469 -0.09 -0.37 0.59 0.0287
H -0.372 -2.185 -3.696 -0.05 0.17 -0.29 0.0648
O -1.824 3.832 2.014 -0.47 -0.24 0.33 -0.0444
H -1.156 3.205 2.294 0.18 -0.10 0.15 0.0201
H -1.459 4.235 1.226 0.18 0.50 -0.59 -0.0035
O -1.205 4.618 -0.782 -0.87 0.02 0.46 -0.0545
H -0.976 5.380 -1.314 0.06 0.21 -0.02 0.0502
H -0.469 4.017 -0.893 0.64 -0.13 -0.26 -0.0228
O -4.265 2.419 0.467 -0.35 -0.17 -0.27 -0.0218
H -3.541 3.005 0.686 0.40 0.39 0.23 0.0180
H -4.165 1.680 1.067 0.07 0.01 0.05 0.0226
```
Positions in Å, forces in eV/Å.

The calculation puts the relative energy (zero: lowest compared OMol25 entry of this formula, charge and spin) at 15.4 kcal/mol. The calculation puts the HOMO-LUMO gap at 9.668 eV. The total charge is 0. As for the total energy: -1932.395800 a.u. The value obtained for the molecular weight is 550.8 g/mol.